(1)
{"formula": "C27H30BrCl2N6O6SV", "method": "ωB97M-V/def2-TZVPD", "elements": ["V", "Br", "C", "C", "C", "C", "O", "C", "C", "N", "C", "C", "C", "C", "C", "C", "C", "C", "N", "C", "C", "H", "H", "H", "H", "H", "H", "H", "H", "H", "H", "N", "C", "C", "C", "C", "N", "H", "H", "H", "H", "H", "H", "H", "H", "H", "H", "H", "H", "O", "S", "O", "O", "O", "N", "C", "O", "C", "C", "C", "C", "N", "C", "H", "H", "H", "H", "H", "H", "Cl", "C", "Cl", "H", "H"], "coordinates": [[0.482967, 0.159835, -0.333478], [4.022090, -5.626977, -3.139047], [3.366128, -3.909739, -2.637467], [3.428615, -2.864979, -3.548150], [2.942175, -1.622199, -3.164190], [2.391058, -1.384602, -1.907020], [1.926798, -0.177740, -1.624627], [2.353341, -2.467201, -0.967686], [1.898364, -2.318376, 0.371219], [1.385761, -1.140166, 0.821619], [1.533400, -0.741903, 2.136140], [1.713503, -1.539516, 3.243222], [1.900546, -0.949896, 4.511572], [1.933165, 0.405507, 4.685279], [1.755872, 1.255243, 3.564986], [1.798352, 2.666749, 3.623310], [1.639869, 3.398313, 2.484982], [1.402149, 2.728499, 1.269410], [1.328416, 1.423550, 1.176556], [1.525021, 0.676111, 2.309186], [2.846632, -3.724661, -1.376794], [3.840259, -3.018200, -4.535771], [2.972974, -0.788405, -3.855318], [2.057249, -3.135449, 1.066850], [1.674253, -2.613587, 3.147918], [2.021759, -1.598661, 5.370476], [2.089457, 0.841781, 5.663740], [1.961729, 3.152390, 4.578599], [1.666488, 4.478346, 2.493997], [1.259762, 3.296275, 0.361475], [2.822815, -4.546187, -0.670572], [-1.893794, 3.636219, 1.042669], [-2.946830, 4.107064, 0.131018], [-2.417922, 4.619148, -1.210096], [-1.885055, 3.530329, -2.144131], [-0.519557, 2.978232, -1.702526], [-0.400222, 1.508351, -1.845469], [-1.697137, 2.654413, 0.863536], [-2.268935, 3.627105, 1.983856], [-3.454336, 4.939532, 0.625951], [-3.695809, 3.328589, -0.056594], [-1.645188, 5.374046, -1.023327], [-3.243944, 5.129559, -1.714924], [-1.821811, 3.916652, -3.165575], [-2.605434, 2.709744, -2.149450], [-0.386058, 3.237536, -0.657735], [0.292750, 3.445987, -2.262282], [0.056969, 1.265537, -2.717568], [-1.351646, 1.114883, -1.842166], [-2.749462, -1.378585, 0.409583], [-2.617571, 0.072286, 0.415778], [-2.937269, 0.694241, -0.876048], [-1.127382, 0.423997, 0.705752], [-3.373651, 0.686512, 1.510558], [-4.537684, -0.818389, 3.579192], [-4.398234, -2.109247, 3.899413], [-5.069971, -2.674135, 4.759405], [-3.340578, -2.884957, 3.168357], [-3.686862, -4.101113, 2.604292], [-2.708001, -4.848956, 1.975416], [-1.405924, -4.371137, 1.992063], [-1.052185, -3.211933, 2.540684], [-2.016912, -2.474501, 3.088022], [-5.222940, -0.319233, 4.122508], [-4.038627, -0.311929, 2.839579], [-4.712162, -4.443699, 2.656014], [-2.940672, -5.786873, 1.488925], [-0.605861, -4.944073, 1.531946], [-1.715102, -1.512846, 3.491779], [-0.741838, -1.695204, -2.097193], [-1.040736, -3.139361, -1.093355], [-2.180097, -4.237290, -1.894457], [-1.513280, -2.770462, -0.190981], [-0.090776, -3.645038, -0.986899]], "forces_ev_per_angstrom": [[0.23, -0.24, -0.18], [0.00, -0.02, 0.00], [-0.02, 0.03, 0.04], [-0.02, 0.01, 0.04], [0.06, 0.00, -0.12], [0.01, 0.10, 0.02], [-0.08, 0.05, 0.03], [-0.05, -0.05, 0.12], [-0.06, 0.19, -0.07], [0.13, -0.22, 0.07], [-0.18, 0.10, -0.17], [0.06, 0.10, 0.16], [-0.02, -0.12, -0.09], [0.01, 0.09, -0.01], [-0.04, 0.03, 0.08], [0.01, -0.07, 0.09], [-0.01, -0.01, -0.12], [-0.01, 0.08, 0.04], [0.07, 0.04, 0.22], [-0.01, -0.10, -0.21], [0.02, -0.04, -0.04], [0.00, 0.00, 0.00], [0.00, -0.01, 0.00], [0.00, -0.01, 0.01], [0.00, -0.01, 0.01], [0.00, -0.01, -0.01], [0.00, 0.01, 0.00], [0.00, -0.01, 0.00], [0.00, 0.00, -0.01], [-0.01, 0.00, 0.00], [0.01, -0.01, -0.02], [0.04, 0.04, 0.00], [0.00, 0.00, 0.01], [0.02, 0.01, 0.01], [0.05, 0.00, -0.01], [-0.16, -0.03, 0.03], [0.19, 0.00, -0.06], [-0.04, -0.04, 0.01], [-0.01, 0.00, 0.01], [-0.01, 0.00, -0.02], [0.00, 0.00, 0.00], [0.00, 0.00, 0.00], [0.01, 0.01, 0.01], [-0.01, -0.03, -0.01], [-0.01, 0.00, -0.01], [0.01, -0.03, 0.00], [0.02, 0.01, 0.04], [-0.06, 0.00, -0.05], [-0.03, -0.03, 0.09], [0.02, 0.15, -0.05], [-0.36, 0.06, 0.18], [0.12, -0.04, 0.00], [-0.12, 0.03, -0.11], [0.09, 0.08, 0.02], [-0.07, 0.31, 0.23], [0.19, -0.22, 0.16], [-0.08, 0.08, -0.14], [-0.09, -0.02, -0.03], [0.03, -0.06, -0.03], [0.05, -0.01, 0.02], [-0.03, 0.02, -0.01], [-0.01, -0.01, 0.00], [0.05, 0.04, -0.01], [-0.01, 0.03, -0.06], [0.05, -0.23, -0.16], [0.00, 0.01, 0.02], [0.02, 0.00, 0.01], [0.00, -0.02, 0.00], [0.00, 0.00, 0.00], [0.03, 0.11, 0.06], [-0.21, -0.11, -0.23], [0.08, 0.02, 0.00], [0.12, -0.02, 0.10], [0.02, -0.01, 0.11]], "multiplicity": 4, "orbital_gap_ev": [5.266, 7.318], "s2": 3.793, "charge": -1, "de_lowest_kcal_mol": 0.0, "homo_ha": [-0.12272, -0.20209], "total_energy_ha": -6663.7101}


(2)
{"formula": "C27H30CaCl2N5O4S", "method": "ωB97M-V/def2-TZVPD", "elements": ["Ca", "O", "C", "C", "C", "C", "C", "C", "C", "N", "C", "C", "N", "C", "C", "C", "C", "C", "C", "C", "O", "H", "H", "H", "H", "H", "H", "H", "H", "H", "H", "H", "H", "H", "H", "Cl", "C", "Cl", "H", "H", "C", "C", "C", "C", "N", "C", "S", "N", "H", "H", "H", "H", "H", "O", "C", "O", "C", "N", "C", "C", "C", "H", "H", "H", "H", "H", "H", "H", "H", "H"], "coordinates": [[0.456806, -1.224903, 0.314820], [0.759871, 0.763051, 1.238155], [0.715744, 1.914008, 1.814691], [0.161105, 2.061585, 3.112706], [-0.006799, 3.295872, 3.698857], [0.361566, 4.463355, 3.026521], [0.913556, 4.345673, 1.765245], [1.136399, 3.106356, 1.155392], [1.698028, 3.153196, -0.219220], [2.561772, 2.452613, -0.821820], [3.245118, 1.350709, -0.172175], [3.272700, 0.155406, -1.119520], [1.927725, -0.268151, -1.501702], [1.590058, 0.015393, -2.699635], [0.346036, -0.305227, -3.382738], [0.198892, 0.190650, -4.686365], [-0.914776, -0.070329, -5.452811], [-1.916990, -0.884612, -4.908383], [-1.802788, -1.397314, -3.639785], [-0.678571, -1.117887, -2.813371], [-0.613928, -1.582890, -1.618757], [-0.154155, 1.154319, 3.614575], [-0.447214, 3.360015, 4.687704], [0.215827, 5.434965, 3.479928], [1.198072, 5.240465, 1.218510], [1.314786, 3.997922, -0.804386], [2.826945, 1.068251, 0.791383], [4.282631, 1.667407, -0.020307], [3.766018, -0.682772, -0.621988], [3.854161, 0.424993, -2.009606], [2.310515, 0.549516, -3.331422], [1.000250, 0.800285, -5.092850], [-1.004526, 0.327121, -6.455008], [-2.795907, -1.119739, -5.499225], [-2.571675, -2.034210, -3.218845], [3.422614, -2.990333, -3.347778], [1.920829, -3.594134, -2.616428], [0.936783, -4.493291, -3.785519], [1.344502, -2.744005, -2.268727], [2.185611, -4.250963, -1.797392], [1.244185, -5.654914, 5.142782], [0.852814, -4.625925, 4.121032], [-0.370451, -3.963422, 4.187685], [-0.618245, -3.039611, 3.190309], [0.252274, -2.794912, 2.223809], [1.429538, -3.477901, 2.221750], [2.529012, -3.117773, 0.945402], [1.737941, -4.391282, 3.161760], [0.464802, -5.799662, 5.890116], [2.164804, -5.345666, 5.638443], [1.448060, -6.603779, 4.646009], [-1.087168, -4.158873, 4.972163], [-1.540577, -2.468373, 3.148277], [-2.992894, 1.014892, 1.996065], [-2.231242, 0.490315, 1.048700], [-1.892589, -0.673417, 1.067267], [-1.865952, 1.463897, -0.069492], [-2.231399, 2.831212, 0.342636], [-2.973051, 3.465454, -0.754313], [-3.728250, 2.292993, -1.365073], [-2.672705, 1.186485, -1.354771], [-0.796861, 1.353795, -0.246811], [-1.417225, 3.357175, 0.641596], [-3.028209, 1.976014, 1.748023], [-2.299789, 3.906741, -1.499601], [-3.624508, 4.251670, -0.370643], [-4.105721, 2.506313, -2.364342], [-4.575220, 2.027987, -0.726765], [-2.014451, 1.283058, -2.218917], [-3.074515, 0.175141, -1.375821]], "forces_ev_per_angstrom": [[-0.04, 0.01, -0.11], [0.09, -0.05, 0.25], [-0.03, 0.05, -0.14], [0.01, -0.02, -0.03], [0.00, 0.01, 0.01], [-0.02, 0.00, 0.02], [0.02, -0.01, -0.03], [-0.03, -0.01, 0.04], [-0.04, 0.06, -0.01], [0.06, -0.01, -0.03], [0.01, 0.04, 0.03], [-0.04, -0.06, 0.00], [0.11, 0.02, -0.04], [-0.04, -0.02, 0.02], [0.00, 0.00, -0.01], [0.00, 0.01, -0.01], [0.00, -0.01, 0.00], [0.00, 0.01, 0.00], [0.01, 0.00, 0.00], [-0.01, 0.01, 0.00], [-0.01, -0.06, 0.04], [0.00, 0.01, 0.01], [0.00, 0.00, 0.00], [0.00, 0.00, -0.01], [-0.01, 0.00, 0.01], [-0.01, 0.00, 0.01], [-0.01, 0.00, 0.00], [0.00, -0.01, 0.00], [0.02, 0.00, 0.00], [0.01, -0.02, 0.00], [0.00, 0.00, -0.01], [0.00, 0.00, 0.01], [0.00, 0.00, 0.00], [0.00, 0.00, 0.00], [0.00, 0.00, 0.00], [0.00, -0.01, 0.01], [0.02, 0.05, 0.01], [0.00, -0.01, 0.00], [-0.01, -0.02, -0.03], [-0.01, 0.00, 0.00], [0.00, 0.00, 0.00], [-0.01, 0.00, 0.00], [-0.01, 0.01, -0.01], [0.00, 0.01, -0.01], [0.00, -0.02, 0.00], [-0.02, -0.01, 0.00], [0.01, 0.01, -0.02], [0.00, -0.01, 0.00], [0.00, 0.00, 0.00], [0.00, 0.00, 0.00], [0.00, 0.00, 0.00], [0.01, 0.00, 0.00], [0.00, 0.00, 0.01], [-0.02, -0.02, 0.00], [-0.02, -0.01, 0.00], [0.05, 0.03, 0.02], [0.01, 0.00, 0.00], [-0.02, 0.01, -0.03], [0.02, -0.01, 0.02], [0.00, 0.00, 0.00], [0.00, 0.00, 0.01], [-0.01, 0.00, -0.01], [-0.01, 0.00, 0.01], [0.00, 0.02, -0.01], [-0.01, 0.00, 0.00], [0.00, 0.00, 0.00], [0.00, 0.00, 0.00], [0.00, 0.00, 0.00], [0.00, 0.00, 0.00], [-0.01, 0.01, 0.00]], "multiplicity": 1, "orbital_gap_ev": 7.553, "charge": -1, "de_lowest_kcal_mol": 0.0, "homo_ha": -0.18249, "total_energy_ha": -3618.0936}